This record from the Open Molecules 2025 dataset describes C52H50NO5SSn as an isolated structure. The level of theory is the ωB97M-V functional and the def2-TZVPD basis.

Last column: Mulliken charge in e.
CARTESIAN COORDINATES (ANGSTROEM)
Sn -0.178 -0.231 0.702  2.016
C -3.418 -1.029 0.645  -1.057
N -2.083 -1.653 0.767  0.084
C -1.976 -2.796 -0.158  -0.873
C -1.899 -2.151 2.157  -1.320
C -0.469 -2.591 2.387  0.709
C -0.174 -3.653 3.227  -0.908
C 1.145 -4.033 3.431  -0.804
C 2.170 -3.365 2.778  -0.871
C 1.882 -2.305 1.930  -0.454
C 0.563 -1.905 1.738  0.941
H -4.185 -1.708 1.029  0.394
H -3.637 -0.822 -0.401  0.212
H -3.432 -0.107 1.218  0.257
H -2.761 -3.527 0.056  0.396
H -1.009 -3.283 -0.049  0.329
H -2.094 -2.470 -1.188  0.259
H -2.598 -2.974 2.338  0.668
H -2.162 -1.330 2.828  0.164
H -0.977 -4.190 3.718  0.467
H 1.369 -4.861 4.090  0.410
H 3.198 -3.670 2.922  0.503
H 2.691 -1.807 1.420  0.408
C 2.493 4.897 3.763  -1.555
C 1.920 3.508 3.903  1.345
C 2.010 2.970 5.322  -1.809
O 0.579 3.517 3.444  -0.192
C 0.302 2.221 2.970  -1.492
C 1.683 1.778 2.339  -0.097
O 2.599 2.630 3.003  -0.321
C 2.053 1.731 0.822  1.828
O 0.919 1.297 0.093  -0.406
C 2.483 3.079 0.244  -0.379
C 3.726 3.269 -0.351  -0.888
C 4.064 4.493 -0.918  -1.008
C 3.164 5.544 -0.901  -0.951
C 1.920 5.363 -0.310  -0.957
C 1.589 4.145 0.257  0.544
C 3.184 0.713 0.623  -0.003
C 4.210 0.549 1.552  -0.065
C 5.228 -0.366 1.322  -1.025
C 5.246 -1.121 0.156  -0.883
C 4.244 -0.943 -0.786  -0.774
C 3.223 -0.030 -0.553  0.422
C -1.129 2.168 2.348  2.819
O -1.358 0.858 1.840  -0.468
C -2.175 2.288 3.473  0.289
C -1.886 2.465 4.820  -0.562
C -2.908 2.513 5.763  -0.997
C -4.230 2.387 5.374  -0.623
C -4.531 2.226 4.026  -1.001
C -3.513 2.185 3.091  -0.514
C -1.452 3.253 1.330  -0.772
C -1.713 2.964 0.000  0.559
C -2.025 3.971 -0.904  -0.436
C -2.096 5.287 -0.480  -0.891
C -1.878 5.585 0.860  -1.143
C -1.573 4.577 1.758  0.632
H 1.918 5.598 4.368  0.376
H 2.460 5.201 2.719  0.307
H 3.526 4.907 4.108  0.371
H 1.475 3.630 6.006  0.378
H 3.052 2.917 5.632  0.468
H 1.585 1.967 5.392  0.293
H 0.207 1.528 3.816  0.754
H 1.843 0.750 2.703  0.636
H 4.452 2.469 -0.375  0.535
H 5.040 4.619 -1.369  0.459
H 3.429 6.497 -1.339  0.446
H 1.204 6.176 -0.283  0.500
H 0.625 4.027 0.720  -0.063
H 4.216 1.145 2.455  0.521
H 6.015 -0.485 2.055  0.462
H 6.042 -1.833 -0.020  0.376
H 4.260 -1.511 -1.708  0.457
H 2.457 0.135 -1.303  0.111
H -0.868 2.592 5.156  0.410
H -2.662 2.656 6.807  0.470
H -5.023 2.430 6.109  0.415
H -5.562 2.149 3.707  0.441
H -3.755 2.099 2.038  0.409
H -1.663 1.943 -0.349  -0.234
H -2.211 3.726 -1.942  0.363
H -2.334 6.076 -1.183  0.440
H -1.959 6.606 1.209  0.432
H -1.421 4.819 2.801  0.470
O -0.491 -0.206 -1.377  0.135
S -1.599 -0.300 -2.445  -0.472
C -1.405 1.222 -3.326  0.327
C -2.535 1.763 -3.920  -0.370
C -2.403 2.947 -4.634  -0.786
C -1.166 3.569 -4.714  -0.552
C -0.051 3.023 -4.084  -0.688
C -0.159 1.834 -3.387  0.124
C -0.941 -1.498 -3.579  1.030
C -1.796 -1.943 -4.579  -0.619
C -1.322 -2.870 -5.493  -0.772
C -0.021 -3.345 -5.386  -0.549
C 0.812 -2.898 -4.371  -0.876
C 0.357 -1.963 -3.451  -0.254
H -3.499 1.280 -3.821  0.485
H -3.268 3.389 -5.109  0.427
H -1.068 4.498 -5.260  0.411
H 0.903 3.531 -4.131  0.475
H 0.690 1.408 -2.867  0.189
H -2.812 -1.571 -4.649  0.458
H -1.970 -3.227 -6.282  0.439
H 0.343 -4.074 -6.098  0.413
H 1.822 -3.276 -4.291  0.478
H 0.995 -1.605 -2.655  0.390

## Properties
**Kohn-Sham gap**: 8.07 eV
**Maximum force**: 0.52 eV Å⁻¹
**Net charge**: +1
**Energy above the lowest of the compared OMol25 structures with the same formula, charge and spin**: 0.0 kcal/mol